Entry 1:
Density functional theory data (ωB97M-V with the def2-TZVPD basis set) for a single C21H26N4O4 molecule.

Geometry as XYZ:
```
55
C21H26N4O4 ωB97M-V with the def2-TZVPD basis set
C -1.65168 0.06275 -2.54060
O -0.44362 -0.29710 -1.91533
C 0.22568 0.64646 -1.18556
C -0.16678 1.97557 -1.12162
C 0.54061 2.91862 -0.38559
C -0.01618 4.31243 -0.23479
N -1.05584 4.33949 0.78730
C -2.26346 3.68588 0.57348
C -2.83268 2.94138 1.61396
C -4.05748 2.30743 1.48976
C -4.71683 2.41917 0.28329
N -5.91759 1.91415 -0.18051
C -6.14680 2.32784 -1.47277
O -7.09892 2.06902 -2.16837
N -5.05078 3.09620 -1.81754
C -4.16446 3.17488 -0.76434
C -2.95155 3.81654 -0.63796
C 1.68186 2.52054 0.28998
C 2.08901 1.20105 0.23613
C 1.37386 0.24643 -0.47624
O 1.89781 -1.01781 -0.44763
C 1.05096 -2.13885 -0.61210
C 1.69017 -3.39796 -0.01210
O 1.09539 -4.45638 -0.04162
N 2.90293 -3.19349 0.51686
C 3.74054 -4.20733 1.15610
C 4.06120 -5.30990 0.14397
C 2.99402 -4.79268 2.35762
C 5.02236 -3.51262 1.61266
H -2.03061 -0.85560 -2.98624
H -2.38164 0.44483 -1.81932
H -1.49155 0.80576 -3.32839
H -1.04543 2.29583 -1.65607
H -0.43552 4.66810 -1.17640
H 0.76674 5.00720 0.07758
H -0.67099 4.11579 1.69750
H -2.29231 2.85972 2.54600
H -4.47124 1.73751 2.30656
H -6.55960 1.34078 0.33791
H -4.96218 3.55687 -2.70633
H -2.55702 4.40963 -1.44693
H 2.25310 3.23520 0.86331
H 2.97591 0.87805 0.75875
H 0.85170 -2.33460 -1.67177
H 0.08909 -1.98877 -0.11079
H 3.26745 -2.25498 0.45030
H 4.68240 -6.07367 0.60351
H 3.13772 -5.76585 -0.20087
H 4.58828 -4.89582 -0.71279
H 2.75960 -4.01002 3.07598
H 3.60249 -5.54805 2.84702
H 2.06688 -5.24836 2.02252
H 4.79574 -2.72039 2.32343
H 5.68120 -4.22848 2.09647
H 5.54806 -3.08238 0.76262
```

Summary:
**SMILES**: COc1cc(CNc2ccc3[nH]c(=O)[nH]c3c2)ccc1OCC(=O)NC(C)(C)C
**Total charge**: 0
**Multiplicity**: 1

Mulliken population analysis, charges in e, atoms 1 to 8: C -0.9165; O -0.4368; C 1.2947; C -0.2129; C 0.2386; C -1.5784; N -0.2754; C 0.6214

---

Entry 2:
Density functional theory data (ωB97M-V with the def2-TZVPD basis set) for 2 unconnected molecules or ions with the total composition C7H18N2.

Geometry as XYZ:
```
27
C7H18N2 ωB97M-V with the def2-TZVPD basis set
C -0.25666 1.13031 0.61541
C -0.71385 0.68673 -0.74747
C 0.39011 2.29299 2.59205
C -1.05281 3.34641 0.97022
C -0.57931 -2.91516 -1.63357
C 0.59025 -2.60266 0.33687
C 1.54569 -2.03177 -1.76920
N -0.26185 2.21193 1.27220
N 0.52448 -2.42687 -0.89791
H -1.47033 -0.13255 -0.68197
H -1.25512 1.44419 -1.33129
H 0.11186 0.41092 -1.41351
H 1.22064 2.94288 2.52689
H 0.73557 1.30521 2.82741
H -0.27860 2.51998 3.41857
H -0.73875 4.26263 1.55566
H -2.06513 3.24906 1.37762
H -1.11742 3.68878 -0.06908
H -0.27319 -3.46959 -2.54460
H -1.27373 -3.50729 -1.07868
H -1.03133 -1.95659 -1.90089
H 0.48063 0.38697 0.97044
H -0.25786 -2.74858 0.98390
H 1.54751 -2.40987 0.86191
H 1.01855 -1.61537 -2.69363
H 2.14418 -1.28621 -1.33944
H 2.31646 -2.77649 -2.20792
```

Summary:
**Total charge**: +2
**Multiplicity**: 1

Mulliken population analysis, charges in e, atoms 1 to 8: C 0.3861; C -0.8749; C -0.9379; C -0.9535; C -0.9392; C -0.2579; C -0.9261; N 0.1018

---

So what do the calculations give for largest force on an atom? Going down the list: 0.0146, 0.0854 hartree/bohr.
So what do the calculations give for HOMO energy? Going down the list: -7.55, -19.34 eV.